i:
Entry from the Open Molecules 2025 dataset: a 2-piece molecular cluster, CH2O5P overall (ωB97M-V/def2-TZVPD).

Computed properties:
**Frontier orbital gap**: 0.357 Ha
**E_LUMO**: 3.82 eV
**E_HOMO**: -5.89 eV

```
! wB97M-V def2-TZVPD RIJCOSX def2/J DEFGRID3
* xyz -1 1
C 1.34 1.01 -1.28
O -1.22 -0.28 0.06
O -1.90 -2.61 0.96
O -1.31 -0.69 2.61
O 0.92 0.49 -2.25
O 1.02 1.12 -0.08
P -1.47 -1.22 1.24
H 2.40 1.57 -1.50
H 0.22 0.61 0.26
*
```

---

ii:
Entry from the Open Molecules 2025 dataset: an isolated ion of composition CH2O5P and charge -1 (ωB97M-V/def2-TZVPD).

Computed properties:
**Frontier orbital gap**: 0.332 Ha
**E_LUMO**: 4.02 eV
**E_HOMO**: -5.02 eV

```
! wB97M-V def2-TZVPD RIJCOSX def2/J DEFGRID3
* xyz -1 1
O -2.49 -0.27 1.10
C -1.86 0.10 0.18
O -1.89 0.90 -0.69
O -0.48 -0.73 0.18
P 0.71 -0.47 -0.82
O 1.18 1.03 -0.02
O 1.96 -1.39 -0.21
H 0.61 1.76 -0.25
H 2.26 -0.93 0.53
*
```

---

iii:
Entry from the Open Molecules 2025 dataset: an isolated ion of composition CH2O5P and charge -1 (ωB97M-V/def2-TZVPD).

Computed properties:
**Frontier orbital gap**: 0.312 Ha
**E_LUMO**: 4.09 eV
**E_HOMO**: -4.41 eV

```
! wB97M-V def2-TZVPD RIJCOSX def2/J DEFGRID3
* xyz -1 1
O -0.91 0.19 1.81
C -1.53 -0.14 0.85
O -2.66 -0.35 0.59
O -0.50 -0.55 -0.50
P 1.09 -0.65 -0.43
O 1.55 -0.09 -1.88
O 1.46 0.68 0.63
H 0.82 0.31 -2.27
H 0.67 0.59 1.21
*
```

---

Comparing the structures above, i comes out on top by 5.2 kcal/mol.